Record 1
Formula: C4H8N2
Source: OMol25
Level of theory: ωB97M-V/def2-TZVPD

Each line ends with the Löwdin charge.
CARTESIAN COORDINATES (ANGSTROEM)
C  1.8675  1.4191  -0.6928  0.22
C  0.3513  -0.3792  0.2143  0.09
C  0.6663  2.0337  -1.2685  0.13
C  -1.3775  -1.8684  0.9686  0.02
N  0.8015  0.7973  -0.3942  0.09
N  -0.8947  -0.6310  0.3788  0.14
H  2.9207  1.3859  -0.3976  0.20
H  1.0620  -0.9049  0.7734  0.18
H  0.2671  2.9950  -0.8249  0.18
H  0.5816  1.8742  -2.3577  0.16
H  -0.9526  -2.7877  0.6224  0.11
H  -2.5261  -1.9337  0.8593  0.16
H  -1.2159  -2.0610  2.0319  0.13
H  -1.5512  0.0607  0.0869  0.19

Forces on atoms 1 to 3 (eV/Å):
-0.1 0.1 1.1
-1.5 1.6 0.5
0.4 1.3 -0.6

Charge   +2
Energy relative to the best compared isomer or geometry (same formula, charge and spin)   47.1 kcal per mole
Highest occupied orbital energy   -21.22 eV
Frontier orbital gap   9.619 eV
Largest force on an atom   3.7 eV/A
LUMO level   -11.60 eV
Spin multiplicity   1



Record 2
Formula: C22H25N3O8S
Source: OMol25
Level of theory: ωB97M-V/def2-TZVPD

Each line ends with the Löwdin charge.
CARTESIAN COORDINATES (ANGSTROEM)
C  7.0568  3.3871  0.8924  -0.09
H  8.0827  3.5616  1.2128  0.09
O  6.9602  2.0021  0.6724  -0.07
C  5.7649  1.4975  0.2593  -0.21
C  4.6179  2.2364  0.0311  -0.01
C  3.4422  1.6313  -0.3916  -0.01
C  3.4116  0.2636  -0.5901  -0.21
C  4.5600  -0.4997  -0.3625  0.05
C  5.7325  0.0975  0.0577  -0.20
O  6.8978  -0.5587  0.3045  -0.06
C  6.9351  -1.9507  0.1141  -0.08
H  7.9509  -2.2531  0.3632  0.09
H  6.7221  -2.2223  -0.9253  0.10
H  6.2321  -2.4684  0.7755  0.10
H  4.5113  -1.5660  -0.5219  0.11
N  2.2673  -0.4276  -1.0161  0.15
C  1.0504  0.0656  -1.3191  -0.44
O  0.7047  1.2272  -1.3039  0.07
C  0.0667  -1.0565  -1.7025  -0.02
N  -0.2818  -1.8938  -0.5679  0.04
C  0.4486  -3.0092  -0.3274  -0.40
O  1.4637  -3.2713  -0.9467  0.07
C  -0.0732  -3.8882  0.7949  -0.05
H  0.4373  -3.5899  1.7257  0.15
O  -1.4735  -3.8389  0.9710  0.00
C  -1.9895  -2.5781  0.9838  -0.19
C  -3.1441  -2.3184  1.7089  0.03
C  -3.6572  -1.0326  1.7447  -0.06
C  -2.9959  -0.0162  1.0839  -0.26
C  -1.8560  -0.2567  0.3391  0.01
C  -1.3690  -1.5542  0.2519  -0.10
H  -1.3504  0.5700  -0.1342  0.11
S  -3.6272  1.6660  1.2023  0.67
O  -4.5497  1.7005  2.2978  -0.28
O  -2.5103  2.5572  1.1868  -0.26
N  -4.5085  1.9695  -0.1669  -0.23
C  -5.8132  1.3668  -0.2978  -0.16
H  -6.1689  1.1414  0.7065  0.12
C  -5.7483  0.1097  -1.1709  -0.18
O  -5.1548  0.3940  -2.4195  -0.12
C  -3.8414  0.8875  -2.2665  -0.18
H  -3.4747  1.0874  -3.2745  0.13
C  -3.8190  2.1659  -1.4205  -0.15
H  -2.8008  2.4774  -1.1909  0.12
H  -4.3273  2.9685  -1.9665  0.14
H  -3.2164  0.1134  -1.7946  0.10
H  -6.7502  -0.2612  -1.3921  0.13
H  -5.1732  -0.6763  -0.6549  0.12
H  -6.4826  2.0977  -0.7651  0.14
H  -4.5422  -0.7956  2.3121  0.12
H  -3.6165  -3.1298  2.2379  0.13
H  0.1796  -4.9283  0.5791  0.15
H  -0.8413  -0.6094  -2.1100  0.13
H  0.5288  -1.7033  -2.4543  0.14
H  2.3849  -1.4339  -1.1001  0.11
H  2.5612  2.2248  -0.5632  0.10
H  4.6181  3.3037  0.1791  0.11
H  6.3709  3.7199  1.6785  0.10
H  6.8622  3.9557  -0.0230  0.10

Forces on atoms 1 to 3 (eV/Å):
0.0 0.2 0.0
-0.1 0.0 0.0
-0.1 -0.4 -0.1

Energy relative to the best compared isomer or geometry (same formula, charge and spin)   6.4 kcal per mole
Highest occupied orbital energy   -7.79 eV
Frontier orbital gap   8.194 eV
Largest force on an atom   1.0 eV/A
LUMO level   0.40 eV
Spin multiplicity   1



Record 3
Formula: C6H9AlO4
Source: OMol25
Level of theory: ωB97M-V/def2-TZVPD

Each line ends with the Löwdin charge.
CARTESIAN COORDINATES (ANGSTROEM)
O  4.3448  1.4178  0.7825  0.16
C  3.2345  0.8379  0.6277  -0.61
O  3.0379  -0.3212  1.0853  0.09
O  2.3238  1.4626  -0.1048  0.12
C  1.0838  0.8058  -0.4006  -0.13
Al  4.4523  -0.2165  1.6746  0.90
H  1.2770  -0.2681  -0.5136  0.14
H  0.7531  1.2740  -1.3362  0.15
C  0.0357  1.0450  0.7039  -0.15
C  -1.2776  0.3884  0.4134  -0.09
H  -0.1169  2.1298  0.8191  0.13
H  0.4311  0.6574  1.6555  0.12
H  -1.9830  0.3800  1.2517  0.12
C  -1.5660  -0.3536  -0.6652  -0.08
C  -2.7775  -1.2299  -0.7614  -0.27
O  -2.3675  -2.5556  -1.0650  -0.06
H  -0.9583  -0.3018  -1.5744  0.12
H  -3.4419  -0.8523  -1.5584  0.13
H  -3.3406  -1.2009  0.1867  0.12
H  -3.1446  -3.0988  -1.2208  0.09

Forces on atoms 1 to 3 (eV/Å):
0.5 -1.3 1.2
-4.4 5.8 -5.4
-7.5 -2.6 -1.9

Charge   +1
Energy relative to the best compared isomer or geometry (same formula, charge and spin)   0.0 kcal per mole
Highest occupied orbital energy (spin up / spin down)   -12.37 / -12.37 eV
Frontier orbital gap (spin up / spin down)   7.467 / 4.948 eV
Largest force on an atom   11.2 eV/A
LUMO level (spin up / spin down)   -4.91 / -7.43 eV
Spin multiplicity   2
Expectation value of S²   0.75



Record 4
Formula: C2H12N3Si
Source: OMol25
Level of theory: ωB97M-V/def2-TZVPD

Each line ends with the Löwdin charge.
CARTESIAN COORDINATES (ANGSTROEM)
C  2.0532  1.0215  -0.1814  -0.15
C  -1.1715  0.8303  1.0130  -0.30
N  0.8500  -1.5090  0.9886  -0.09
N  -0.0650  -0.7331  -1.6899  0.10
N  -2.4845  0.3753  0.4241  -0.08
Si  0.4024  -0.0671  0.2500  0.68
H  2.3342  1.9351  0.3555  0.03
H  2.8766  0.3300  -0.2380  0.00
H  1.8373  1.1224  -1.3507  0.05
H  -0.9761  1.9505  0.8282  0.10
H  -1.1762  0.6862  2.1011  0.07
H  1.7873  -1.9909  1.0583  0.09
H  0.2658  -2.2637  1.4065  0.07
H  0.2121  -0.0885  -2.4876  0.13
H  0.4275  -1.5670  -1.7679  0.05
H  -3.0515  1.1773  0.1631  0.06
H  -3.1057  -0.1562  1.0456  0.07
H  -1.0158  -1.0530  -1.9188  0.11

Forces on atoms 1 to 3 (eV/Å):
-2.6 -1.6 -2.6
-0.1 0.3 -0.9
0.9 -2.8 1.0

Charge   +1
Energy relative to the best compared isomer or geometry (same formula, charge and spin)   5.9 kcal per mole
Highest occupied orbital energy   -13.09 eV
Frontier orbital gap   9.878 eV
Largest force on an atom   4.0 eV/A
LUMO level   -3.21 eV
Spin multiplicity   1